This record from the Open Molecules 2025 dataset describes a molecular structure, C34H44BCaN11 at a distorted geometry. The level of theory is the ωB97M-V functional and the def2-TZVPD basis.

Structure (ORCA input):
```
! RIJCOSX wB97M-V def2-TZVPD def2/J DEFGRID3
* xyz 1 2
Ca 0.14706 0.03259 0.02275
C -0.57339 2.92940 2.70487
C 0.67900 2.85315 1.89323
C 1.84530 3.59568 2.09748
C 2.71415 3.17265 1.11630
N 2.09252 2.23848 0.37932
N 0.83856 2.03127 0.85046
B 2.71666 1.48675 -0.82204
N 3.01343 0.02191 -0.42821
C 3.91825 -0.80268 -0.98326
C 3.77866 -2.04791 -0.41021
C 2.71898 -1.91155 0.49879
C 2.17434 -2.93258 1.44399
N 2.25241 -0.65947 0.46013
N 1.73059 1.40907 -2.02647
C 1.77424 2.08139 -3.19303
C 0.95973 1.43212 -4.09424
C 0.42819 0.34365 -3.39245
C -0.46476 -0.71928 -3.94403
N 0.88524 0.34256 -2.13893
N 4.02281 2.19768 -1.14758
C 5.25253 1.94084 -0.62700
C 6.05737 3.01462 -0.89556
C 5.22432 3.92717 -1.58011
C 5.58174 5.28126 -2.09699
N 4.00565 3.43283 -1.70587
H -0.47135 3.71558 3.44920
H -1.43623 3.17335 2.08136
H -0.74970 1.98956 3.22996
H 2.02553 4.34098 2.85277
H 3.72130 3.49353 0.90807
H 4.60644 -0.46238 -1.73936
H 4.36992 -2.92643 -0.60535
H 2.99215 -3.45573 1.93729
H 1.55781 -2.45337 2.20437
H 1.57539 -3.67737 0.92057
H 2.39696 2.95049 -3.29669
H 0.78882 1.69091 -5.12554
H -0.29780 -0.81390 -5.01593
H -0.25948 -1.68325 -3.47945
H -1.51168 -0.47123 -3.78568
H 5.46219 1.02703 -0.09557
H 7.09805 3.13723 -0.64623
H 6.65689 5.43567 -2.03545
H 5.26753 5.39699 -3.13373
H 5.08912 6.05796 -1.51100
N -1.97274 0.22508 1.46048
C -2.47692 -0.60082 2.49255
C -2.93675 -0.02356 3.67392
C -3.42306 -0.79794 4.71078
C -3.45283 -2.17854 4.58119
C -2.99671 -2.75984 3.41318
C -2.51102 -1.99578 2.35084
C -2.03904 -2.66795 1.11681
C -2.67751 -3.83947 0.67158
C -2.23186 -4.53603 -0.43929
C -1.13519 -4.08855 -1.16254
C -0.49894 -2.91610 -0.76608
C -0.97888 -2.25325 0.33556
H -2.13207 1.20084 1.67263
H -2.36610 0.02439 0.53152
H -2.91956 1.05600 3.77514
H -3.78385 -0.32340 5.61332
H -3.82560 -2.79513 5.38733
H -2.98527 -3.83942 3.33772
H -3.54891 -4.19171 1.20691
H -2.74546 -5.43881 -0.74306
H -0.77385 -4.63547 -2.02312
H 0.36814 -2.56104 -1.32007
C -4.20786 0.81805 -5.29449
C -4.70617 1.05795 -3.87122
N -4.05819 0.20652 -2.87590
C -4.58835 -1.14699 -2.71032
C -3.78858 -2.24930 -3.40753
C -3.01192 0.62760 -2.13294
C -2.57375 2.06247 -2.25553
N -2.34293 -0.11994 -1.30876
H -4.67135 1.53903 -5.96833
H -4.46198 -0.18139 -5.64687
H -3.12476 0.94093 -5.35042
H -5.78010 0.87416 -3.82353
H -4.55281 2.10122 -3.60903
H -5.60103 -1.13824 -3.11011
H -4.67066 -1.36340 -1.64097
H -3.66608 -2.02338 -4.46617
H -4.32126 -3.19658 -3.31823
H -2.79937 -2.37825 -2.97076
H -3.37724 2.74807 -1.98666
H -2.25542 2.28934 -3.27457
H -1.72749 2.22320 -1.59275
H -2.63320 -1.09339 -1.31059
*
```

Values from the calculation:
- Total energy: -71478.381 eV
- Lowest unoccupied orbital energy (alpha / beta): -2.105 / -4.336 eV
- ΔE to the lowest compared entry with this formula, charge and spin: 113.96 kJ/mol

---

This record from the Open Molecules 2025 dataset describes a molecular structure, C25H35N4O3PY. The level of theory is the ωB97M-V functional and the def2-TZVPD basis.

Structure (ORCA input):
```
! RIJCOSX wB97M-V def2-TZVPD def2/J DEFGRID3
* xyz 3 1
Y -0.16059 0.12767 0.03369
C 2.13992 -0.76967 2.13426
C 0.95470 -1.54092 2.73827
C 0.35752 -2.57601 1.81914
C 0.12354 -3.87496 2.22782
C -0.40546 -4.78710 1.32361
C -0.68600 -4.37846 0.02631
C -0.44017 -3.06623 -0.30852
N 0.06057 -2.17484 0.56751
N 1.73084 0.51064 1.47563
C 1.44251 1.53713 2.50685
C 0.47279 2.59314 2.03103
C 0.27095 3.74239 2.77437
C -0.65323 4.67478 2.33169
C -1.35924 4.42890 1.15744
C -1.12422 3.25191 0.48659
N -0.22701 2.33491 0.91153
C 2.82192 1.01427 0.59011
C 2.85799 0.42817 -0.80481
C 4.05939 0.31889 -1.47883
C 4.06297 -0.09205 -2.80474
C 2.85830 -0.39123 -3.42778
C 1.69872 -0.27012 -2.69702
N 1.68626 0.13803 -1.41159
H 2.64203 -1.38236 1.38389
H 2.87437 -0.53891 2.90972
H 0.16619 -0.84735 3.06023
H 1.28376 -2.03333 3.65209
H 0.36520 -4.17746 3.23770
H -0.58645 -5.81008 1.62694
H -1.07897 -5.06523 -0.70973
H -0.65170 -2.70559 -1.31136
H 2.37230 2.00655 2.84169
H 1.01900 1.04405 3.38341
H 0.84253 3.91160 3.67784
H -0.82090 5.58693 2.88958
H -2.07670 5.14027 0.77401
H -1.65966 3.02142 -0.42848
H 3.78896 0.85058 1.07256
H 2.69796 2.09588 0.49028
H 4.98720 0.55796 -0.97604
H 4.99642 -0.17717 -3.34574
H 2.81990 -0.71222 -4.45893
H 0.73790 -0.49712 -3.14699
C -6.00562 0.52036 -1.30062
C -4.94943 1.44659 -0.75411
O -4.24894 0.84370 0.39602
P -3.02783 -0.13359 0.25187
O -2.49103 -0.27983 1.78986
C -2.96214 0.58868 2.89098
C -4.23581 0.05379 3.49316
O -3.50681 -1.57088 -0.16292
C -4.60903 -2.29258 0.51242
C -5.13640 -3.34074 -0.42880
H -6.54873 1.03236 -2.09505
H -6.72553 0.25431 -0.52741
H -5.56462 -0.38274 -1.72310
H -5.37757 2.35853 -0.34869
H -4.20340 1.70711 -1.50841
H -3.07804 1.60075 2.50414
H -2.14754 0.56932 3.61414
H -5.06736 0.13641 2.79559
H -4.48480 0.62932 4.38523
H -4.10915 -0.98651 3.79264
H -5.37365 -1.56569 0.78320
H -4.18617 -2.72525 1.41825
H -5.55077 -2.89210 -1.33052
H -5.93101 -3.89688 0.06886
H -4.35395 -4.04447 -0.71071
*
```

Values from the calculation:
- Total energy: -48908.561 eV
- Lowest unoccupied orbital energy: -8.925 eV
- ΔE to the lowest compared entry with this formula, charge and spin: 45.57 kJ/mol

---

This record from the Open Molecules 2025 dataset describes 8 unconnected molecules or ions with the total composition C20H46FN11O16. The level of theory is the ωB97M-V functional and the def2-TZVPD basis.

Structure (ORCA input):
```
! RIJCOSX wB97M-V def2-TZVPD def2/J DEFGRID3
* xyz 0 1
H 1.62015 -0.34563 2.19638
N 0.96294 -0.85421 1.60430
C 1.34747 -0.79817 0.40120
C 0.59643 -1.49113 -0.70759
C -0.80952 -0.95580 -1.07403
C -0.83133 0.07963 -2.19309
C -0.37163 -0.46132 -3.54583
C -0.30383 0.61509 -4.64888
C 0.11470 2.00052 -4.18032
N 1.46206 1.95306 -3.58861
C 1.72184 2.62943 -2.40896
N 1.11906 3.90759 -2.35826
N 2.44596 2.08399 -1.51080
H 2.63556 2.73436 -0.75353
O -1.55519 -0.54215 0.05653
C -1.39944 0.75391 0.57852
C -2.67925 1.57907 0.44478
C -3.76169 1.07655 1.35512
C -3.84871 1.39235 2.63416
O -3.18471 1.56737 -0.89250
C -2.76374 2.65298 -1.64104
F -2.96698 2.33918 -2.96170
H 2.25588 -0.26453 0.10303
H 1.21764 -1.48291 -1.60321
H 0.49759 -2.53700 -0.40772
H -1.37314 -1.81644 -1.44828
H -1.87321 0.39097 -2.29396
H -0.22978 0.94502 -1.90917
H -1.10021 -1.20959 -3.86870
H 0.59368 -0.96481 -3.46113
H -1.26258 0.70377 -5.16092
H 0.41126 0.28288 -5.40795
H -0.60426 2.40381 -3.46807
H 0.11236 2.67878 -5.03545
H 1.76325 0.99716 -3.43993
H 1.56855 4.58896 -2.95563
H 1.07074 4.24936 -1.40822
H -0.53390 1.28134 0.16623
H -1.20850 0.64855 1.64889
H -2.42084 2.60752 0.73414
H -4.48928 0.41084 0.90628
H -4.53793 0.88299 3.29331
H -3.23112 2.17058 3.07072
H -1.69156 2.84853 -1.50384
H -3.35641 3.54852 -1.42125
C -6.71779 -1.93217 0.17875
N -7.44317 -1.09576 1.17263
O -8.65619 -1.12780 1.17471
O -6.76264 -0.42987 1.92873
H -7.45428 -2.45316 -0.42088
H -6.10848 -1.26269 -0.42300
H -6.07508 -2.61186 0.73062
C 4.79877 2.09966 3.81796
N 3.42348 1.55393 3.95965
O 3.15524 0.53501 3.34878
O 2.65397 2.16283 4.66843
H 5.35339 1.43691 3.16384
H 4.73356 3.10212 3.40861
H 5.23509 2.13991 4.81218
C 7.64030 5.45362 1.53396
N 7.02288 4.89247 2.76727
O 7.75588 4.40744 3.60496
O 5.81260 4.95190 2.85129
H 8.71321 5.32590 1.60568
H 7.21958 4.91121 0.69261
H 7.35612 6.50034 1.48304
C -1.95834 -3.24910 1.55697
N -3.31143 -3.77610 1.86109
O -3.51033 -4.39685 2.87995
O -4.15265 -3.54285 1.00672
H -1.27373 -3.50656 2.35600
H -1.67271 -3.70394 0.61102
H -2.05324 -2.17448 1.42802
C -4.07883 -6.11270 -1.35490
N -2.66512 -6.19016 -1.80656
O -2.36083 -7.05610 -2.60142
O -1.89567 -5.36157 -1.35818
H -4.63549 -6.91041 -1.83124
H -4.08392 -6.20683 -0.27252
H -4.43781 -5.13205 -1.64621
C 8.70137 1.69471 6.12757
N 7.32799 1.13627 6.27641
O 7.05873 0.11732 5.67482
O 6.56026 1.75454 6.98497
H 9.25977 1.04180 5.46816
H 8.59286 2.69503 5.71705
H 9.13778 1.74053 7.12072
C -1.99757 -4.17649 -4.87029
N -3.07950 -3.34086 -4.27748
O -3.28138 -2.23964 -4.73734
O -3.68078 -3.83435 -3.34228
H -1.54272 -3.61750 -5.67907
H -1.29406 -4.39502 -4.07085
H -2.45744 -5.09757 -5.21602
*
```

Values from the calculation:
- Total energy: -73333.622 eV
- SMILES: [H]/N=C/C[C@H](CCCCN/C(N)=N/[H])OC[C@H](C=C)OCF.C[N+](=O)[O-].C[N+](=O)[O-].C[N+](=O)[O-].C[N+](=O)[O-].C[N+](=O)[O-].C[N+](=O)[O-].C[N+](=O)[O-]
- Lowest unoccupied orbital energy: -0.563 eV
- ΔE to the lowest compared entry with this formula, charge and spin: 0.00 kJ/mol